C5H10N2O2 | wB97M-V/def2-TZVPD

SMILES = CC(C)=NN=O.CC=O
gap between HOMO and LUMO = 9.2 eV
energy relative to the best compared isomer or geometry (same formula, charge and spin) = 558.7 kJ/mol
energy = -456.34140 hartree

Each line ends with the Mulliken charge.
Cartesian coordinates (Å):
C 1.370 0.736 1.126  -0.85
C 1.463 -0.385 0.137  0.67
C 2.435 -0.311 -0.961  -1.07
N 0.623 -1.335 0.223  -0.23
N -0.582 -1.531 0.434  0.23
O -1.091 -2.379 1.166  -0.55
H 1.824 1.619 0.773  0.31
H 1.736 0.445 2.120  0.28
H 0.276 0.980 1.060  0.23
H 3.490 -0.048 -0.501  0.29
H 2.077 0.498 -1.645  0.28
H 2.379 -1.285 -1.481  0.35
C -3.244 -0.630 -0.409  -0.73
C -2.201 0.452 -0.489  0.25
O -1.901 1.335 0.297  -0.55
H -3.402 -1.196 -1.360  0.27
H -4.126 -0.228 0.093  0.32
H -2.634 -1.211 0.257  0.18
H -1.328 0.325 -1.191  0.31

---

C21H41BClCrN6O8PS3 | wB97M-V/def2-TZVPD

gap between HOMO and LUMO (alpha / beta) = 6.7 / 7.3 eV
energy relative to the best compared isomer or geometry (same formula, charge and spin) = 72.9 kJ/mol
2S+1 = 5
energy = -4820.61112 hartree

Each line ends with the Mulliken charge.
Cartesian coordinates (Å):
Cr -0.686 0.047 0.075  1.77
C 0.164 2.550 -4.097  -0.90
N 0.249 3.292 -2.852  0.39
C 1.089 4.370 -2.627  -0.69
C 0.818 4.809 -1.383  -0.48
N -0.183 4.022 -0.844  0.32
B -0.939 4.348 0.500  -0.38
N -0.200 3.683 1.719  0.48
C 0.868 4.287 2.359  -0.49
C 1.119 3.619 3.500  -0.68
N 0.188 2.598 3.564  0.20
C 0.073 1.659 4.666  -1.15
C -0.604 2.633 2.461  -0.05
S -1.822 1.469 2.120  -0.53
C -0.531 3.086 -1.751  -0.05
S -1.746 1.889 -1.618  -0.51
H -0.308 3.154 -4.873  0.39
H -0.434 1.662 -3.917  0.10
H 1.163 2.259 -4.424  0.38
H 1.788 4.720 -3.370  0.49
H 1.242 5.637 -0.837  0.46
H -0.861 5.550 0.659  -0.19
H -2.059 3.934 0.437  -0.06
H 1.353 5.156 1.947  0.44
H 1.863 3.764 4.264  0.49
H 0.286 2.182 5.597  0.40
H 0.776 0.836 4.545  0.27
H -0.943 1.277 4.686  0.42
O 2.310 0.301 2.848  -0.73
Cl 1.855 -0.099 1.556  1.49
O 1.007 -1.272 1.627  -0.51
O 2.964 -0.343 0.665  -0.63
O 1.026 0.987 0.966  -0.32
C -4.870 -2.904 3.952  -1.15
C -3.659 -3.145 3.056  -0.41
S -2.691 -1.629 2.868  0.29
O -1.765 -1.889 1.714  -0.67
C -1.641 -1.731 4.334  0.56
C -0.840 -3.018 4.442  -1.45
H -5.554 -3.754 3.915  0.39
H -5.418 -2.013 3.635  0.31
H -4.574 -2.761 4.994  0.29
H -3.948 -3.371 2.029  0.32
H -3.021 -3.946 3.424  0.29
H -2.275 -1.524 5.200  0.60
H -0.976 -0.877 4.174  -0.71
H -1.413 -3.831 4.890  0.37
H 0.039 -2.852 5.065  0.41
H -0.491 -3.326 3.453  0.30
C 4.339 1.165 -1.574  -1.53
C 2.873 1.303 -1.906  0.62
O 2.348 0.040 -2.371  -0.29
P 1.091 -0.697 -1.699  0.17
O 1.591 -2.232 -1.735  -0.25
C 2.875 -2.701 -1.284  0.16
C 3.393 -3.700 -2.289  -1.42
O 0.054 -0.794 -2.935  0.10
C 0.140 -1.671 -4.065  -0.39
C 1.115 -1.180 -5.118  -1.13
H 4.727 2.127 -1.232  0.42
H 4.900 0.854 -2.458  0.34
H 4.483 0.431 -0.782  0.26
H 2.738 2.015 -2.717  0.32
H 2.300 1.657 -1.045  -0.27
H 2.743 -3.156 -0.304  0.29
H 3.559 -1.863 -1.180  0.04
H 2.685 -4.521 -2.419  0.31
H 4.343 -4.113 -1.944  0.43
H 3.552 -3.221 -3.258  0.28
H -0.873 -1.708 -4.467  0.39
H 0.419 -2.671 -3.733  0.32
H 0.774 -0.245 -5.566  0.26
H 1.198 -1.931 -5.908  0.40
H 2.101 -1.018 -4.681  0.18
N -2.992 -2.882 -1.684  -0.05
C -3.981 -1.919 -1.711  -0.97
C -3.421 -0.807 -1.174  -0.77
N -2.116 -1.084 -0.824  1.12
C -1.893 -2.339 -1.142  -1.04
H -3.068 -3.826 -2.017  0.22
H -4.966 -2.103 -2.104  0.45
H -3.850 0.170 -1.016  0.51
H -0.972 -2.876 -0.972  0.62

---

C4H10O3 | wB97M-V/def2-TZVPD

gap between HOMO and LUMO (alpha / beta) = 3.0 / 7.5 eV
energy relative to the best compared isomer or geometry (same formula, charge and spin) = 159.5 kJ/mol
2S+1 = 2
energy = -384.01437 hartree
total charge = -1

Each line ends with the Mulliken charge.
Cartesian coordinates (Å):
C -0.494 1.201 2.139  -0.89
C -0.243 0.196 1.272  0.20
O -1.228 -0.832 1.008  -0.36
C 0.899 -0.026 0.442  -0.64
C 1.735 -1.116 0.454  -0.99
H -1.480 1.556 2.398  0.29
H 0.393 1.787 2.387  0.26
H -2.069 -0.640 1.466  0.17
H 0.922 0.703 -0.347  0.48
H 1.833 -1.937 1.164  0.30
H 2.380 -1.302 -0.405  0.28
H -1.919 -0.340 -1.284  0.33
H -2.448 0.957 -1.602  0.30
O -1.728 0.385 -1.911  -0.68
H 0.659 0.224 -1.992  0.27
H 1.251 -0.772 -2.873  0.31
O 1.537 -0.043 -2.316  -0.65

---

H3INPS | wB97M-V/def2-TZVPD

gap between HOMO and LUMO (alpha / beta) = 6.8 / 7.7 eV
energy relative to the best compared isomer or geometry (same formula, charge and spin) = 240.7 kJ/mol
energy = -1093.64567 hartree

Each line ends with the Mulliken charge.
Cartesian coordinates (Å):
N -1.207 -1.270 0.700  -0.40
P 1.797 1.330 -0.256  -0.01
S -1.275 -0.249 -0.471  0.10
I -3.308 1.082 0.124  0.02
H -0.567 -2.064 0.796  0.27
H 2.457 0.444 0.452  0.02
H 2.101 0.727 -1.345  0.01

---

FH3O3SSi | wB97M-V/def2-TZVPD

gap between HOMO and LUMO (alpha / beta) = 8.0 / 7.6 eV
2S+1 = 3
energy = -1014.94970 hartree

Each line ends with the Mulliken charge.
Cartesian coordinates (Å):
O -0.589 0.070 -0.387  -0.07
O -2.510 1.480 -0.742  -0.34
O 1.933 0.536 0.077  -0.48
F -2.173 0.545 1.853  -0.28
Si 0.915 -0.649 -0.334  0.38
S -2.120 0.201 -0.184  0.64
H 2.610 0.687 0.774  0.37
H 0.795 -1.058 -1.638  -0.12
H 1.138 -1.813 0.581  -0.10

---

C34H48BrN8O2Pt | wB97M-V/def2-TZVPD

gap between HOMO and LUMO (alpha / beta) = 5.9 / 6.5 eV
energy relative to the best compared isomer or geometry (same formula, charge and spin) = 0.0 kJ/mol
2S+1 = 3
energy = -4606.26142 hartree
total charge = -1

Each line ends with the Mulliken charge.
Cartesian coordinates (Å):
Pt 0.164 0.293 -0.711  1.13
C 3.301 1.474 2.849  -1.16
N 2.767 0.135 2.726  0.19
C 3.665 -0.810 2.088  -1.03
C 1.420 -0.123 2.721  0.07
N 0.975 -1.090 1.997  -0.10
C -0.187 -1.796 2.268  0.27
C -0.577 -2.132 3.568  -0.57
C -1.638 -2.988 3.819  -0.61
C -2.336 -3.543 2.756  -1.04
C -1.962 -3.221 1.459  -0.40
C -0.899 -2.362 1.185  -1.11
N -0.626 -2.034 -0.160  0.76
C -0.241 -2.984 -0.953  -0.02
N 0.497 -4.084 -0.566  0.73
C 1.423 -3.987 0.542  -0.79
C 0.134 -5.417 -0.980  -1.32
N -0.559 -2.939 -2.281  0.29
C 0.375 -3.396 -3.299  -1.34
C -1.533 -1.952 -2.721  -0.85
N 0.654 0.760 3.475  1.10
C -0.721 1.029 3.108  -1.58
C 1.005 1.064 4.841  -1.47
H 3.787 1.769 1.913  0.35
H 4.045 1.525 3.651  0.29
H 2.506 2.184 3.052  0.40
H 4.617 -0.816 2.626  0.38
H 3.840 -0.544 1.042  0.24
H 3.222 -1.800 2.097  0.31
H 0.005 -1.742 4.397  0.43
H -1.904 -3.232 4.840  0.37
H -3.173 -4.208 2.930  0.40
H -2.512 -3.626 0.615  0.49
H 1.665 -2.940 0.708  -0.04
H 2.345 -4.510 0.272  0.44
H 1.011 -4.426 1.459  0.28
H -0.626 -5.375 -1.756  0.39
H -0.266 -5.984 -0.129  0.33
H 1.002 -5.959 -1.370  0.31
H -0.099 -4.133 -3.956  0.31
H 1.252 -3.838 -2.834  0.43
H 0.705 -2.553 -3.909  0.39
H -2.449 -2.045 -2.137  0.23
H -1.156 -0.932 -2.606  -0.02
H -1.754 -2.138 -3.772  0.38
H -0.866 0.795 2.057  0.22
H -0.929 2.094 3.250  0.43
H -1.431 0.448 3.708  0.43
H 1.989 0.662 5.075  0.46
H 0.276 0.617 5.530  0.34
H 1.019 2.145 5.023  0.29
Br -0.659 1.454 -5.012  -0.14
C 1.113 0.837 -4.644  -0.05
C 2.141 1.213 -5.494  -0.59
C 3.400 0.714 -5.201  -0.43
C 3.569 -0.106 -4.096  -0.84
C 2.470 -0.376 -3.291  0.48
N 1.253 0.086 -3.584  0.22
C 2.647 -1.223 -2.029  -0.02
O 3.527 -2.088 -2.072  -0.80
O 1.921 -0.934 -1.032  -1.08
H 1.954 1.858 -6.340  0.42
H 4.243 0.968 -5.832  0.41
H 4.522 -0.541 -3.831  0.49
C -3.567 1.108 -2.141  -1.16
C -3.827 1.361 -0.652  0.58
C -3.516 0.115 0.176  -1.39
C -3.128 2.625 -0.183  0.71
C -3.924 3.700 0.183  -0.94
C -3.388 4.924 0.559  -1.24
C -2.008 5.081 0.542  -1.04
C -1.157 4.053 0.169  0.65
C 0.334 4.334 0.156  0.49
C 0.967 4.211 -1.234  -1.53
C 1.104 3.496 1.181  -1.16
C -1.701 2.774 -0.184  0.11
N -0.884 1.777 -0.543  1.07
H -4.177 0.275 -2.501  0.42
H -2.516 0.868 -2.302  -0.14
H -3.807 1.995 -2.733  0.43
H -4.898 1.560 -0.532  0.61
H -2.468 -0.162 0.092  -0.04
H -4.113 -0.730 -0.179  0.54
H -3.757 0.275 1.230  0.39
H -5.002 3.571 0.171  0.35
H -4.034 5.748 0.836  0.35
H -1.574 6.039 0.811  0.36
H 0.433 5.383 0.458  0.58
H 0.925 3.182 -1.588  0.06
H 2.014 4.526 -1.195  0.44
H 0.447 4.847 -1.954  0.41
H 1.173 2.459 0.849  -0.17
H 0.607 3.514 2.154  0.29
H 2.116 3.894 1.306  0.50

---

C4H11NO3 | wB97M-V/def2-TZVPD

SMILES = C[C@H](O)[C@@H](N)C=O.O
gap between HOMO and LUMO = 10.5 eV
energy relative to the best compared isomer or geometry (same formula, charge and spin) = 214.1 kJ/mol
energy = -439.44436 hartree

Each line ends with the Mulliken charge.
Cartesian coordinates (Å):
C -0.996 -0.609 -1.931  -1.22
C -1.004 -0.466 -0.451  -0.16
O -2.274 -0.289 0.196  -0.55
C -0.069 0.729 0.059  0.35
N -0.759 2.017 -0.091  -0.64
C 0.210 0.326 1.501  -0.11
O 1.016 -0.533 1.719  -0.44
H -1.205 0.351 -2.413  0.23
H -1.539 -1.454 -2.351  0.38
H 0.039 -0.907 -2.177  0.35
H -0.604 -1.321 0.094  0.40
H -2.557 0.570 -0.096  0.37
H 0.843 0.824 -0.525  0.34
H -1.314 2.110 -0.934  0.24
H -1.266 2.385 0.695  0.22
H -0.368 0.914 2.237  0.23
O 4.183 -1.343 1.780  -0.63
H 3.322 -1.119 1.344  0.32
H 4.341 -2.183 1.344  0.30